No. 1
ORCA calculation (wB97M-V/def2-TZVPD) on a structure of composition C3H2IrO2 in a non-equilibrium geometry.

```
8
Properties=species:S:1:pos:R:3:lowdin_spin:R:1
O -1.27 0.70 -0.49 0.27
C -0.16 0.51 0.21 0.23
C -1.61 -0.82 -0.02 0.12
O 0.80 1.26 0.47 0.55
C -0.14 -0.94 0.16 1.02
Ir 1.74 -0.41 -0.67 2.78
H -2.11 -1.37 -0.83 0.02
H -2.25 -0.87 0.88 0.01
```

Calculated values
Charge: +2
HOMO level (alpha / beta): -0.7639 / -0.8345 Ha
LUMO level (alpha / beta): -12.72 / -15.26 eV
E: -369.1556 hartree
2S+1: 6
Max |F|: 0.092 hartree/bohr
Energy relative to the best compared isomer or geometry (same formula, charge and spin): 3.129 eV

***

No. 2
ORCA calculation (wB97M-V/def2-TZVPD) on a cluster of 2 separate species, C42H37BF6N2O2S in total in a non-equilibrium geometry.

```
91
Properties=species:S:1:pos:R:3:lowdin_charge:R:1
C -2.90 -1.82 5.27 -0.05
N -2.40 -0.46 5.04 -0.08
C -2.15 0.33 6.17 -0.21
C -1.69 -0.27 7.37 -0.03
C -1.44 0.50 8.51 -0.09
C -1.68 1.88 8.50 -0.10
C -2.18 2.48 7.34 -0.08
C -2.40 1.73 6.18 -0.04
C -2.11 -0.08 3.74 -0.19
C -1.38 1.09 3.42 0.00
C -0.89 1.29 2.13 0.00
C -1.05 0.33 1.13 -0.18
C -0.32 0.51 -0.20 -0.07
B -1.65 0.81 -0.93 -0.79
O -2.27 2.06 -0.72 0.02
C -3.60 1.68 -0.35 -0.13
C -3.78 0.21 -0.82 -0.10
O -2.50 -0.21 -1.37 0.06
C 0.64 -0.64 -0.46 -0.14
C 1.86 -0.35 -1.10 -0.04
C 2.93 -1.23 -1.12 -0.03
C 2.83 -2.48 -0.47 -0.20
N 3.90 -3.37 -0.36 -0.08
C 3.62 -4.81 -0.32 -0.06
C 5.23 -3.01 -0.15 -0.19
C 6.24 -4.01 -0.06 -0.04
C 7.56 -3.68 0.25 -0.09
C 7.93 -2.35 0.47 -0.11
C 6.96 -1.34 0.39 -0.09
C 5.62 -1.67 0.10 -0.03
C 1.58 -2.83 0.09 -0.01
C 0.54 -1.92 0.12 0.00
C -1.90 -0.77 1.41 -0.06
C -2.39 -0.99 2.69 -0.01
H -3.84 -2.01 4.74 0.09
H -2.14 -2.55 4.94 0.10
H -3.08 -1.97 6.34 0.08
H -1.49 -1.35 7.38 0.11
H -1.06 0.01 9.41 0.10
H -1.46 2.48 9.40 0.10
H -2.41 3.55 7.34 0.10
H -2.77 2.23 5.28 0.11
H -1.15 1.83 4.18 0.09
H -0.30 2.18 1.89 0.13
H 0.27 1.42 -0.18 0.15
H -3.71 1.75 0.76 0.13
H -4.35 2.34 -0.82 0.10
H -4.03 -0.44 0.03 0.12
H -4.58 0.13 -1.57 0.13
H 1.97 0.63 -1.58 0.12
H 3.85 -0.94 -1.64 0.12
H 4.22 -5.38 -1.06 0.09
H 3.86 -5.21 0.68 0.10
H 2.57 -4.99 -0.55 0.08
H 5.98 -5.06 -0.19 0.09
H 8.29 -4.50 0.33 0.10
H 8.97 -2.10 0.70 0.10
H 7.25 -0.30 0.58 0.10
H 4.89 -0.86 0.11 0.09
H 1.43 -3.80 0.56 0.11
H -0.36 -2.20 0.66 0.09
H -2.15 -1.49 0.62 0.13
H -3.04 -1.85 2.83 0.10
C -5.25 2.63 -5.47 -0.12
C -4.18 1.91 -4.75 -0.57
C -3.69 0.63 -5.05 -0.10
C -2.60 0.28 -4.21 -0.09
C -2.10 1.39 -3.53 -0.44
C -0.80 1.50 -2.90 -0.22
C -0.31 2.85 -2.88 0.05
C 0.68 3.19 -3.77 -0.09
C 0.96 4.64 -4.07 -0.50
F 2.20 4.82 -4.62 0.11
F 0.05 5.12 -4.98 0.12
F 0.89 5.44 -2.96 0.12
C 1.40 2.21 -4.47 0.09
C 1.09 0.87 -4.25 -0.10
C 1.79 -0.22 -5.00 -0.49
F 2.32 -1.16 -4.15 0.12
F 0.93 -0.89 -5.85 0.12
F 2.82 0.24 -5.76 0.12
C 0.09 0.50 -3.39 0.03
S -3.29 2.68 -3.49 1.15
H -5.58 2.03 -6.33 0.08
H -6.10 2.82 -4.81 0.08
H -4.86 3.59 -5.84 0.08
H -4.05 -0.06 -5.82 0.12
H -2.17 -0.72 -4.08 0.13
H -0.78 3.61 -2.26 0.14
H 2.19 2.49 -5.17 0.14
H -0.08 -0.56 -3.22 0.15
```

Calculated values
HOMO level: -0.2664 Ha
LUMO level: -1.09 eV
E: -2904.8877 hartree
Max |F|: 0.065 hartree/bohr
Energy relative to the best compared isomer or geometry (same formula, charge and spin): 0.000 eV

***

No. 3
ORCA calculation (wB97M-V/def2-TZVPD) on a cluster of 3 separate species, C17H22F2NO2S in total.

```
45
Properties=species:S:1:pos:R:3:nbo_charge:R:1
C 5.11 0.87 -1.80 -0.92
S 4.59 2.51 -2.22 2.19
O 4.65 3.32 -1.04 -0.92
O 5.18 2.88 -3.46 -0.89
C 2.82 2.38 -2.57 -0.32
C 2.39 1.58 -3.80 -0.43
C 1.02 0.96 -3.43 -0.43
C 0.70 1.45 -2.01 -0.23
N 2.06 1.75 -1.43 -0.51
H 4.61 0.12 -2.43 0.25
H 4.95 0.69 -0.74 0.26
H 6.17 0.84 -2.03 0.30
H 2.49 3.42 -2.60 0.26
H 2.37 2.23 -4.67 0.27
H 3.12 0.80 -4.01 0.23
H 1.08 -0.12 -3.44 0.24
H 0.22 1.26 -4.10 0.26
H 0.19 0.73 -1.38 0.27
H 0.16 2.40 -2.01 0.23
H 2.02 2.38 -0.62 0.46
H 2.51 0.89 -1.11 0.43
F -0.35 -1.20 -0.57 -0.35
C -0.15 -1.32 0.77 0.37
C -0.26 -2.57 1.34 -0.29
C -0.06 -2.69 2.70 -0.17
C 0.25 -1.57 3.47 -0.22
C 0.34 -0.32 2.87 -0.20
C 0.14 -0.19 1.50 -0.27
H -0.52 -3.42 0.72 0.24
H -0.16 -3.65 3.18 0.23
H 0.40 -1.67 4.54 0.23
H 0.56 0.55 3.47 0.23
H 0.15 0.79 1.03 0.19
F -4.01 0.47 3.94 -0.33
C -4.46 -0.44 3.04 0.40
C -5.79 -0.41 2.67 -0.28
C -6.23 -1.35 1.74 -0.18
C -5.35 -2.29 1.21 -0.24
C -4.02 -2.29 1.62 -0.18
C -3.57 -1.36 2.54 -0.30
H -6.45 0.33 3.09 0.24
H -7.27 -1.34 1.44 0.22
H -5.71 -3.02 0.50 0.22
H -3.34 -3.03 1.21 0.21
H -2.54 -1.35 2.87 0.22
```

Calculated values
Charge: +1
HOMO level: -0.4061 Ha
LUMO level: -3.22 eV
E: -1463.8708 hartree
Max |F|: 0.003 hartree/bohr

***

No. 4
ORCA calculation (wB97M-V/def2-TZVPD) on an isolated molecule of C8H4F3N5O6S in a non-equilibrium geometry.

```
27
Properties=species:S:1:pos:R:3:nbo_charge:R:1
O 2.94 -1.59 0.65 -0.90
S 2.54 -0.29 0.23 2.10
O 2.94 0.90 0.94 -0.94
C 3.26 -0.10 -1.54 0.75
F 4.60 -0.13 -1.44 -0.30
F 2.84 -1.10 -2.34 -0.31
F 2.87 1.08 -2.09 -0.32
C 0.80 -0.25 -0.01 -0.52
C 0.03 1.08 0.36 -0.28
C -1.25 1.05 -0.43 0.00
N -2.15 2.03 -0.12 0.39
O -2.08 3.20 0.19 -0.41
O -3.42 1.37 -0.19 -0.17
N -3.30 0.06 -0.59 -0.08
C -1.95 -0.14 -0.71 0.12
C -1.27 -1.38 -0.71 -0.17
N -1.89 -2.67 -0.92 0.52
O -3.08 -2.75 -1.26 -0.39
O -1.17 -3.68 -0.78 -0.43
C 0.14 -1.38 -0.41 -0.06
H 0.65 1.96 0.15 0.30
H 0.69 -2.30 -0.47 0.28
C -0.09 1.38 1.83 -0.21
N -1.18 0.43 2.55 0.12
N -1.95 -0.38 2.80 0.34
H -0.40 2.40 2.07 0.28
H 0.88 1.18 2.26 0.30
```

Calculated values
HOMO level: -0.3083 Ha
LUMO level: -3.00 eV
E: -1729.8685 hartree
Max |F|: 0.137 hartree/bohr

***

No. 5
ORCA calculation (wB97M-V/def2-TZVPD) on an isolated molecule of C21H19N3O3.

```
46
Properties=species:S:1:pos:R:3:nbo_charge:R:1
C -1.34 0.16 3.71 -0.66
C -0.55 -0.41 2.60 0.31
N -0.97 -1.52 1.94 -0.53
C -0.07 -1.85 0.96 0.20
C -0.09 -2.92 0.08 -0.24
C 0.97 -3.04 -0.80 -0.21
C 2.03 -2.13 -0.77 -0.23
C 2.04 -1.06 0.11 -0.22
C 0.97 -0.89 0.98 -0.09
C 0.64 0.03 2.04 -0.29
C 1.31 1.23 2.48 0.55
O 1.20 1.71 3.59 -0.56
C 2.15 1.97 1.43 -0.17
O 1.34 2.15 0.27 -0.50
C 1.88 2.00 -0.93 0.80
O 3.04 1.78 -1.16 -0.59
C 0.79 2.13 -2.00 -0.30
N -0.09 0.99 -1.94 -0.39
C 0.01 -0.17 -2.68 0.43
C 1.08 -0.38 -3.68 -0.67
N -0.93 -1.02 -2.41 -0.47
C -1.69 -0.45 -1.43 0.09
C -2.82 -0.92 -0.77 -0.21
C -3.39 -0.11 0.20 -0.25
C -2.85 1.14 0.51 -0.22
C -1.74 1.63 -0.13 -0.26
C -1.17 0.83 -1.11 0.17
H -2.40 0.13 3.48 0.22
H -1.17 -0.41 4.63 0.24
H -1.02 1.18 3.90 0.26
H -1.84 -1.99 2.11 0.42
H -0.90 -3.62 0.08 0.21
H 0.99 -3.85 -1.50 0.22
H 2.85 -2.26 -1.45 0.21
H 2.89 -0.39 0.11 0.22
H 3.07 1.43 1.18 0.22
H 2.42 2.96 1.83 0.21
H 1.26 2.19 -2.98 0.24
H 0.20 3.03 -1.80 0.23
H 2.06 -0.21 -3.23 0.24
H 1.02 -1.40 -4.04 0.25
H 0.96 0.30 -4.52 0.23
H -3.23 -1.89 -1.02 0.22
H -4.27 -0.45 0.73 0.21
H -3.33 1.73 1.28 0.21
H -1.32 2.59 0.12 0.22
```

Calculated values
HOMO level: -0.2922 Ha
LUMO level: 0.71 eV
E: -1201.6976 hartree
Max |F|: 0.016 hartree/bohr
Energy relative to the best compared isomer or geometry (same formula, charge and spin): 0.000 eV

***

No. 6
ORCA calculation (wB97M-V/def2-TZVPD) on an isolated molecule of C6H12NO5P in a non-equilibrium geometry.

```
25
Properties=species:S:1:pos:R:3:nbo_charge:R:1
C 2.87 -1.68 0.52 -0.66
C 2.46 -0.38 -0.15 0.30
C 3.56 0.54 -0.62 -0.69
N 1.22 -0.18 -0.32 -0.17
O 0.89 1.22 -0.24 -0.70
P -0.30 1.55 0.77 2.54
O 0.08 2.68 1.61 -1.10
O -0.50 0.24 1.66 -0.96
O -1.63 1.94 -0.02 -0.78
C -2.23 0.91 -0.83 -0.12
C -3.11 0.01 0.04 0.05
C -3.85 -1.07 -0.75 -0.20
O -2.64 -1.28 0.19 -0.50
H 2.88 -2.47 -0.25 0.24
H 2.16 -1.94 1.29 0.25
H 3.89 -1.60 0.88 0.22
H 4.52 0.23 -0.21 0.22
H 3.39 1.58 -0.33 0.26
H 3.58 0.49 -1.71 0.24
H -1.32 0.33 2.16 0.51
H -2.92 1.36 -1.54 0.21
H -1.51 0.26 -1.32 0.21
H -3.65 0.47 0.86 0.20
H -3.35 -1.53 -1.60 0.22
H -4.49 -1.68 -0.12 0.22
```

Calculated values
HOMO level: -0.3587 Ha
LUMO level: 0.78 eV
E: -1008.0794 hartree
Max |F|: 0.077 hartree/bohr
Energy relative to the best compared isomer or geometry (same formula, charge and spin): 4.926 eV